# 1
{
  "formula": "C30H72F3O37P7",
  "method": "ωB97M-V/def2-TZVPD",
  "elements": ["P", "P", "P", "P", "P", "P", "P", "F", "F", "F", "O", "O", "O", "O", "O", "O", "O", "O", "O", "O", "O", "O", "O", "O", "O", "O", "O", "O", "O", "O", "O", "O", "O", "O", "O", "O", "O", "O", "O", "O", "O", "O", "O", "O", "O", "O", "O", "C", "C", "C", "C", "C", "C", "C", "C", "C", "C", "C", "C", "C", "C", "C", "C", "C", "C", "C", "C", "C", "C", "C", "C", "C", "C", "C", "C", "C", "C", "H", "H", "H", "H", "H", "H", "H", "H", "H", "H", "H", "H", "H", "H", "H", "H", "H", "H", "H", "H", "H", "H", "H", "H", "H", "H", "H", "H", "H", "H", "H", "H", "H", "H", "H", "H", "H", "H", "H", "H", "H", "H", "H", "H", "H", "H", "H", "H", "H", "H", "H", "H", "H", "H", "H", "H", "H", "H", "H", "H", "H", "H", "H", "H", "H", "H", "H", "H", "H", "H", "H", "H"],
  "positions_angstrom": [[1.568, -4.388, 4.499], [-2.798, -0.905, 4.356], [1.920, 7.419, -0.415], [0.462, 3.034, -5.368], [0.740, -3.783, -3.896], [-4.297, 3.339, -0.645], [-1.609, -6.976, 1.230], [3.871, 0.439, -5.321], [4.020, 1.624, 5.009], [-1.163, 2.324, -1.332], [-0.354, 4.018, -4.600], [-0.640, 0.833, 0.154], [1.180, -2.661, -4.718], [5.406, 0.227, -2.840], [-1.399, -7.673, -0.052], [2.650, -3.473, 5.247], [-3.154, -6.906, 1.724], [-0.164, 2.555, -6.762], [1.115, 6.065, -0.825], [-0.789, -7.626, 2.450], [1.095, 0.457, -1.180], [2.487, 1.455, 3.338], [-1.030, -5.457, 1.262], [6.563, -1.641, -3.376], [-3.646, 4.015, -1.997], [3.636, 3.065, 2.268], [-4.463, 1.829, -1.189], [-3.943, -0.608, 3.467], [-2.823, -0.404, 5.872], [2.638, 7.092, 0.987], [-5.814, 3.904, -0.623], [1.393, -3.870, -2.441], [0.764, 8.400, -0.016], [0.765, 1.664, -4.578], [1.870, -5.830, 4.508], [-2.499, -2.454, 4.591], [-0.044, -1.315, -0.232], [-1.420, -0.418, 3.732], [1.964, 3.495, -5.765], [1.375, 2.943, 2.028], [0.123, -4.007, 5.153], [-3.552, 3.609, 0.612], [4.385, -1.382, -4.025], [-0.827, -3.795, -3.654], [2.775, 7.933, -1.498], [1.528, -3.728, 3.047], [1.094, -5.215, -4.596], [-0.274, 0.705, -4.478], [-0.314, 2.081, -0.329], [-6.742, 3.509, -1.634], [-0.979, 3.361, -7.600], [0.934, -2.422, 2.931], [-3.983, 0.751, -0.351], [5.543, -1.000, -3.423], [1.065, 1.881, -0.968], [-3.236, 5.362, -1.975], [2.399, 2.533, 2.445], [3.876, 1.248, 3.737], [-1.072, -7.380, 3.836], [1.085, 9.638, 0.609], [1.412, 5.250, -1.917], [-4.125, -7.137, 0.662], [-1.221, 0.986, 3.552], [-1.364, -2.559, -3.173], [-0.140, -3.972, 6.550], [4.582, 2.091, 2.748], [3.588, -0.221, -4.201], [-4.109, -0.231, 6.429], [-2.442, -3.354, 3.502], [2.887, 3.737, -4.741], [-1.013, -4.624, 0.152], [4.065, 0.687, -3.028], [3.961, -3.510, 4.689], [1.874, 6.650, 2.114], [0.576, -6.418, -4.075], [0.123, -0.119, -0.379], [2.824, -3.961, -2.277], [1.053, -1.901, 3.881], [-2.704, -2.851, 2.571], [-4.625, 0.649, 6.046], [0.799, -3.817, 7.085], [-1.906, -4.729, -0.471], [1.868, 2.055, -0.252], [-0.702, 3.194, -8.641], [2.125, 9.769, 0.909], [-1.990, 2.959, -7.520], [3.076, -4.770, -1.596], [-0.458, 0.553, -3.413], [-3.148, -4.165, 3.685], [4.110, -4.034, 3.747], [-2.066, -7.688, 4.159], [-7.484, 2.916, -1.099], [-0.152, 1.205, 3.558], [1.201, 2.374, -1.928], [-4.884, 0.368, 0.129], [0.477, 5.071, -2.447], [3.299, -3.925, -3.257], [2.065, 4.406, -1.697], [-1.492, -3.873, 3.387], [1.222, -7.276, -3.887], [-3.558, -0.020, -0.991], [1.977, 5.887, -2.603], [-1.552, -2.509, -2.102], [-1.050, 4.431, -7.410], [1.758, 7.475, 2.816], [4.676, -3.885, 5.422], [-6.393, 3.002, -2.532], [-1.164, -3.576, 0.423], [-0.107, -2.433, 2.617], [3.381, 0.659, -2.180], [-0.136, -6.759, -4.829], [-3.718, -7.626, -0.221], [-4.039, 5.982, -2.379], [4.048, 0.176, 3.647], [-0.827, -3.151, 6.740], [1.551, -1.929, 2.180], [4.075, 1.724, -3.358], [-4.636, -6.194, 0.477], [-4.731, -1.126, 6.446], [0.560, 9.651, 1.566], [-2.240, -2.359, -3.791], [-0.785, -6.370, 4.131], [-1.267, 0.905, -4.879], [-1.419, 1.340, 2.537], [-0.418, 2.858, 0.426], [0.022, -6.258, -3.149], [0.068, -0.265, -4.840], [0.729, 10.486, 0.027], [4.261, -2.467, 4.572], [-4.006, -0.024, 7.496], [-3.275, 0.981, 0.443], [-0.765, -1.687, -3.435], [-4.826, -7.898, 1.007], [5.441, 2.557, 3.228], [0.887, 6.235, 1.904], [3.834, 3.227, -4.931], [3.181, -3.036, -1.819], [-0.462, -7.952, 4.537], [2.513, -0.398, -4.224], [2.354, 5.816, 2.628], [-0.422, -4.982, 6.852], [2.579, 3.323, -3.781], [-0.120, -4.647, -0.472], [-7.309, 4.378, -1.973], [4.868, 1.482, 1.891], [-2.368, 5.556, -2.605], [-3.037, 5.725, -0.966], [3.198, 4.782, -4.729], [-1.748, 1.644, 4.240]],
  "forces_ev_per_angstrom": [[-0.900, -0.756, 0.134], [-0.156, -1.011, -1.085], [0.224, -1.128, -1.184], [-0.192, 0.823, 0.121], [1.009, -1.602, -0.543], [0.358, 0.810, -1.127], [1.089, 0.137, 0.424], [0.766, 0.150, -1.731], [0.171, 0.369, 0.578], [-1.241, 0.585, -1.089], [1.046, -1.079, -0.949], [-0.286, -0.635, 1.278], [0.391, 0.340, -0.096], [-0.498, -0.364, 0.274], [-0.206, 0.471, 0.725], [-0.696, -0.448, -0.013], [1.084, -0.222, -1.045], [1.155, 0.387, 1.157], [-0.012, 1.582, 2.508], [-0.951, 0.182, -0.152], [-0.966, -0.878, 0.674], [0.636, 0.550, -0.666], [-0.363, -1.503, 1.113], [-1.730, 0.787, -0.123], [-0.480, -1.484, 1.237], [-0.459, -0.633, 0.129], [1.003, 1.221, 0.918], [0.466, 0.034, 1.056], [0.189, -0.015, -1.083], [-0.184, -0.265, -0.732], [1.595, -0.349, -0.209], [-0.573, -0.173, -0.042], [-0.534, -0.134, -0.021], [-0.227, 1.050, -1.227], [-0.079, 0.981, -0.120], [0.248, 0.699, 0.476], [0.484, 2.428, -0.245], [-0.054, 0.521, 0.722], [-1.718, -0.611, -0.264], [-0.211, 0.141, -0.448], [1.705, 0.296, -1.384], [-0.904, -0.535, -1.340], [-0.215, 0.666, -0.544], [0.635, -0.192, 0.756], [0.100, -0.516, 0.985], [-0.906, -0.736, 0.581], [0.336, 1.852, 0.684], [-0.565, -1.520, 1.478], [1.054, 0.807, -0.593], [-1.492, 0.216, 0.364], [-1.326, -0.343, -0.702], [0.939, 0.426, -0.087], [-0.934, -0.712, 0.181], [1.642, -0.437, 0.501], [0.313, -0.727, 0.814], [-0.420, 1.268, 0.133], [1.022, -0.650, 2.118], [-2.545, -0.712, -0.883], [0.245, 0.129, 0.961], [-0.368, 0.390, 1.227], [0.600, 1.422, -1.838], [-0.521, -0.609, 0.528], [0.951, 0.958, -1.078], [-0.654, 1.142, -0.878], [1.270, -0.547, 0.297], [0.981, 0.513, -0.595], [-0.600, 0.706, 2.331], [-0.931, 0.509, 1.743], [-0.526, -0.884, -0.787], [1.548, -0.041, 0.462], [-1.123, 1.631, -1.459], [-0.459, -0.144, -1.204], [1.170, 0.957, 0.595], [-0.425, -0.297, 0.615], [-1.917, -0.808, 0.124], [0.585, -2.084, -1.058], [-0.026, 1.241, -0.261], [-0.265, 0.187, -0.076], [-0.037, -0.073, -0.051], [-0.050, -0.306, -0.514], [-0.043, 0.420, 0.097], [0.119, -0.730, -0.311], [-0.003, 0.610, -0.202], [0.432, 0.056, 0.142], [0.225, -0.220, -0.633], [-0.080, 0.126, 0.111], [-0.086, -0.288, -0.482], [0.043, 0.101, 0.105], [-0.272, 0.191, -0.037], [-0.544, -0.146, 0.054], [-0.383, 0.514, -0.632], [0.061, -0.422, -0.353], [0.074, -0.348, 0.819], [-0.190, 0.107, 0.162], [0.195, -0.328, 0.100], [0.086, -0.817, 0.217], [0.193, -0.779, 0.077], [-0.432, -0.179, 0.382], [0.234, 0.538, 0.295], [0.946, 0.687, -0.230], [-0.023, 0.154, -0.120], [0.201, -0.270, -0.279], [-0.053, -0.544, -0.051], [0.561, -0.094, 0.479], [0.057, 0.037, -0.046], [-0.280, -0.427, 0.057], [0.616, -0.125, 0.382], [0.515, -0.023, 0.751], [0.151, -0.261, 0.059], [0.525, -0.640, 0.421], [-0.149, -0.169, 0.175], [0.517, 0.660, -0.063], [-0.094, 0.019, 0.003], [0.196, 0.059, 0.148], [-0.232, -0.385, 0.073], [-0.271, 0.194, -0.082], [0.284, -0.114, -0.113], [0.025, -0.123, -0.246], [0.055, -0.054, -0.761], [-0.269, 0.042, -0.085], [-0.456, -0.374, 0.495], [-0.561, 0.277, -0.364], [0.371, 0.707, -0.534], [-0.886, -0.531, -0.056], [0.083, -0.220, 0.068], [0.001, 0.057, 0.032], [0.193, 0.195, -0.394], [0.167, -0.216, -0.265], [-0.084, 0.049, -0.340], [0.553, 0.076, -0.019], [0.014, 0.639, -0.295], [0.651, -0.372, 0.172], [-0.184, 0.352, 0.472], [-0.038, 0.293, -0.368], [-0.061, 0.365, -0.627], [-0.182, -0.336, -0.529], [-0.294, 0.062, 0.252], [0.653, -0.540, -0.927], [0.224, -0.805, 0.229], [0.606, 0.226, -0.214], [-0.770, 0.258, 0.120], [-0.330, 0.542, 0.135], [0.092, -0.509, 0.218], [0.365, 0.304, 0.079], [0.300, 0.044, 0.068], [0.111, -0.597, 0.031], [0.162, -0.172, 0.055], [-0.638, 0.168, 0.393], [-0.058, -0.373, 0.250]],
  "lowdin_charge": [0.411, 0.387, 0.404, 0.456, 0.396, 0.467, 0.448, 0.094, 0.103, 0.091, -0.240, 0.129, -0.217, 0.073, -0.240, -0.223, -0.226, -0.207, -0.215, -0.191, 0.034, 0.092, -0.220, 0.161, -0.235, 0.081, -0.223, -0.227, -0.199, -0.211, -0.217, -0.232, -0.206, -0.218, -0.222, -0.206, 0.137, -0.204, -0.190, 0.174, -0.257, -0.243, 0.129, -0.188, -0.228, -0.209, -0.204, -0.103, -0.321, -0.112, -0.094, -0.079, -0.076, -0.520, -0.046, -0.118, -0.514, -0.309, -0.097, -0.096, -0.124, -0.090, -0.077, -0.087, -0.071, -0.053, -0.301, -0.122, -0.108, -0.127, -0.131, -0.042, -0.102, -0.096, -0.116, -0.489, -0.060, 0.086, 0.091, 0.094, 0.083, 0.091, 0.123, 0.090, 0.093, 0.090, 0.096, 0.070, 0.098, 0.095, 0.086, 0.089, 0.070, 0.110, 0.093, 0.080, 0.086, 0.076, 0.052, 0.091, 0.086, 0.078, 0.078, 0.092, 0.088, 0.092, 0.089, 0.065, 0.063, 0.115, 0.091, 0.075, 0.085, 0.163, 0.090, 0.090, 0.106, 0.088, 0.095, 0.087, 0.100, 0.060, 0.104, 0.074, 0.163, 0.080, 0.075, 0.094, 0.075, 0.087, 0.068, 0.047, 0.085, 0.152, 0.091, 0.084, 0.081, 0.088, 0.145, 0.077, 0.094, 0.058, 0.085, 0.086, 0.147, 0.082, 0.085, 0.102, 0.098],
  "charge": 0,
  "homo_lumo_gap_ev": 10.2,
  "e_above_lowest_kcal_mol": 49.0,
  "smiles": "O=C1OC[C@@H](F)O1.O=C1OC[C@@H](F)O1.O=C1OC[C@@H](F)O1.COP(=O)(OC)OC.COP(=O)(OC)OC.COP(=O)(OC)OC.COP(=O)(OC)OC.COP(=O)(OC)OC.COP(=O)(OC)OC.COP(=O)(OC)OC"
}

=====

# 2
{
  "formula": "C5H10O",
  "method": "ωB97M-V/def2-TZVPD",
  "elements": ["O", "C", "C", "C", "C", "C", "H", "H", "H", "H", "H", "H", "H", "H", "H", "H"],
  "positions_angstrom": [[-0.066, -0.249, -0.609], [-0.327, -1.636, -0.530], [0.555, 2.092, 2.181], [0.322, 1.601, 0.794], [-0.081, 0.357, 0.598], [-0.026, -2.206, -1.893], [-0.292, -3.265, -1.938], [0.304, -2.098, 0.246], [0.591, 2.237, -0.046], [-1.377, -1.782, -0.241], [1.039, -2.090, -2.118], [-0.431, -0.253, 1.435], [-0.010, 3.007, 2.371], [-0.597, -1.653, -2.643], [0.275, 1.332, 2.921], [1.630, 2.272, 2.307]],
  "forces_ev_per_angstrom": [[-0.145, 0.110, -0.064], [-0.114, -0.308, -0.062], [-0.039, 0.122, 0.114], [0.063, -0.197, -0.029], [0.113, 0.160, 0.208], [-0.026, -0.061, -0.071], [0.043, 0.085, -0.045], [-0.084, 0.102, -0.166], [0.077, -0.179, 0.075], [0.082, -0.110, -0.085], [-0.160, -0.061, 0.004], [0.214, -0.004, -0.120], [0.200, 0.063, 0.222], [0.053, -0.158, 0.020], [-0.047, 0.203, -0.137], [-0.230, 0.234, 0.135]],
  "lowdin_charge": [-0.100, -0.288, -0.122, -0.145, -0.198, -0.075, 0.077, 0.122, 0.110, 0.122, 0.081, 0.124, 0.067, 0.080, 0.072, 0.074],
  "charge": 0,
  "homo_lumo_gap_ev": 9.5,
  "e_above_lowest_kcal_mol": 27.1,
  "smiles": "C/C=C/OCC"
}